w | This record from OMol25 describes a molecular structure, C3H6O2. The level of theory is ωB97M-V/def2-TZVPD.

For the HOMO energy, the calculation gives -8.240 eV. Its frontier orbital gap is 0.3273 hartree.

Geometry as ORCA input:
```
! RIJCOSX wB97M-V def2-TZVPD def2/J DEFGRID3
* xyz 0 1
O 0.633 -1.378 -0.488
C 0.124 -0.091 -0.750
C -1.002 0.389 0.102
C 0.797 0.959 0.128
O 1.399 0.393 1.193
H -0.096 -2.008 -0.476
H 0.070 0.134 -1.816
H -1.270 -0.236 0.951
H -1.815 0.923 -0.382
H -0.288 1.486 0.496
H 1.447 -0.572 1.044
*
```

---

x | This record from OMol25 describes 2 unconnected molecules or ions with the total composition C3H6O2. The level of theory is ωB97M-V/def2-TZVPD.

For the HOMO energy, the calculation gives -8.687 eV. Its SMILES is C=CO.C=O. Its frontier orbital gap is 0.3127 hartree.

Geometry as ORCA input:
```
! RIJCOSX wB97M-V def2-TZVPD def2/J DEFGRID3
* xyz 0 1
O 1.590 -0.698 -0.573
C 1.766 -1.143 0.555
H 2.776 -1.469 0.938
H 0.965 -1.279 1.390
C -1.997 -0.304 -0.059
C -1.399 0.940 -0.079
O -0.077 1.319 -0.089
H -3.103 -0.325 0.185
H -1.422 -1.170 0.207
H -2.058 1.790 0.163
H 0.528 0.526 -0.096
*
```

---

x is favored, and the nearest alternative lies 154.9 kJ/mol above it.

---

w | This record from OMol25 describes a single C3H6O2 molecule. The level of theory is ωB97M-V/def2-TZVPD.

For the HOMO energy, the calculation gives -9.962 eV. Its SMILES is OC[C@@H]1CO1. Its frontier orbital gap is 0.4052 hartree.

Geometry as ORCA input:
```
! RIJCOSX wB97M-V def2-TZVPD def2/J DEFGRID3
* xyz 0 1
O 1.374 0.206 0.112
C 0.173 -0.264 0.723
C 0.329 1.165 0.482
O -0.202 -0.287 -1.571
C -0.707 -0.858 -0.393
H 0.751 -0.166 -1.282
H 0.290 -0.727 1.698
H -0.385 1.564 -0.254
H 0.789 1.876 1.142
H -1.748 -0.559 -0.193
H -0.664 -1.951 -0.464
*
```

---

x | This record from OMol25 describes a single C3H6O2 molecule. The level of theory is ωB97M-V/def2-TZVPD.

For the HOMO energy, the calculation gives -9.772 eV. Its frontier orbital gap is 0.3955 hartree.

Geometry as ORCA input:
```
! RIJCOSX wB97M-V def2-TZVPD def2/J DEFGRID3
* xyz 0 1
O 0.328 -0.950 -0.808
C 1.099 0.095 -0.140
C -0.119 0.866 0.369
C -1.047 -0.246 -0.165
O -1.315 -1.258 0.611
H -0.186 -1.609 0.046
H 1.691 0.627 -0.887
H 1.760 -0.336 0.616
H -0.264 1.837 -0.113
H -0.206 0.965 1.452
H -1.741 0.008 -0.981
*
```

---

w is favored, and the nearest alternative lies 61.7 kJ/mol above it.

---

w | This record from OMol25 describes a single C3H6O2 molecule. The level of theory is ωB97M-V/def2-TZVPD.

For the HOMO energy, the calculation gives -9.993 eV. Its SMILES is OC[C@H]1CO1. Its frontier orbital gap is 0.4065 hartree.

Geometry as ORCA input:
```
! RIJCOSX wB97M-V def2-TZVPD def2/J DEFGRID3
* xyz 0 1
C -1.046 -0.412 -0.043
C 0.255 0.024 0.556
C 1.574 -0.102 -0.184
H -1.516 1.459 -0.406
H -0.876 -0.738 -1.132
H -1.422 -1.368 0.490
H 0.026 0.163 1.563
H 2.440 -0.222 0.470
H 1.643 -0.584 -1.244
O -1.938 0.612 -0.042
O 0.860 1.168 -0.028
*
```

---

x | This record from OMol25 describes a single C3H6O2 molecule. The level of theory is ωB97M-V/def2-TZVPD.

For the HOMO energy, the calculation gives -9.211 eV. Its SMILES is O[C@@H]1C[C@@H]1O. Its frontier orbital gap is 0.3691 hartree.

Geometry as ORCA input:
```
! RIJCOSX wB97M-V def2-TZVPD def2/J DEFGRID3
* xyz 0 1
O 0.571 1.364 0.629
C 0.489 0.400 -0.401
C 0.361 -1.024 0.034
C -0.881 -0.319 -0.366
O -1.681 0.286 0.580
H 1.496 1.166 0.791
H 0.832 0.781 -1.350
H 0.499 -1.250 1.086
H 0.743 -1.743 -0.672
H -1.390 -0.580 -1.297
H -1.039 0.920 0.965
*
```

---

x is favored, and the nearest alternative lies 35.2 kJ/mol above it.

---

w | This record from OMol25 describes a single C17H20N2O5S molecule. The level of theory is ωB97M-V/def2-TZVPD.

For the HOMO energy, the calculation gives -8.897 eV. Its SMILES is Cc1ccc(C(=O)NCc2ccco2)cc1S(=O)(=O)N1CCOCC1. Its frontier orbital gap is 0.3430 hartree.

Geometry as ORCA input:
```
! RIJCOSX wB97M-V def2-TZVPD def2/J DEFGRID3
* xyz 0 1
C -3.509 -3.053 1.059
C -2.171 -2.703 0.505
C -1.893 -1.401 0.101
C -0.675 -1.049 -0.441
C 0.329 -2.005 -0.570
C 0.064 -3.314 -0.178
C -1.166 -3.655 0.350
H -1.358 -4.676 0.645
H 0.839 -4.054 -0.304
C 1.673 -1.696 -1.145
O 2.340 -2.526 -1.727
N 2.080 -0.413 -0.974
H 1.565 0.194 -0.357
C 3.398 0.036 -1.382
C 4.279 0.285 -0.203
C 5.248 -0.473 0.384
C 5.710 0.268 1.500
C 4.984 1.417 1.511
O 4.112 1.438 0.488
H 4.991 2.266 2.165
H 6.474 -0.019 2.192
H 5.588 -1.434 0.059
H 3.821 -0.759 -2.000
H 3.297 0.953 -1.971
H -0.543 -0.038 -0.789
S -3.177 -0.153 0.264
O -3.582 -0.081 1.642
O -4.186 -0.393 -0.725
N -2.355 1.260 -0.162
C -3.120 2.217 -0.940
H -3.593 1.676 -1.758
C -2.154 3.285 -1.454
O -1.482 3.917 -0.387
C -0.764 2.991 0.389
C -1.684 1.902 0.951
H -1.115 1.146 1.493
H -2.415 2.349 1.639
H -0.303 3.561 1.197
H 0.023 2.524 -0.224
H -2.693 4.072 -1.981
H -1.423 2.820 -2.132
H -3.896 2.691 -0.322
H -3.686 -2.499 1.980
H -3.586 -4.119 1.255
H -4.286 -2.753 0.357
*
```

---

x | This record from OMol25 describes a single C17H20N2O5S molecule. The level of theory is ωB97M-V/def2-TZVPD.

For the HOMO energy, the calculation gives -8.080 eV. Its SMILES is CCOc1ccc(NS(=O)(=O)c2ccc(NC(C)=O)c(OC)c2)cc1. Its frontier orbital gap is 0.3116 hartree.

Geometry as ORCA input:
```
! RIJCOSX wB97M-V def2-TZVPD def2/J DEFGRID3
* xyz 0 1
C 4.739 2.947 0.740
C 3.293 3.160 0.298
O 2.923 2.322 -0.778
C 2.664 1.004 -0.553
C 2.418 0.238 -1.694
C 2.104 -1.100 -1.593
C 2.045 -1.715 -0.346
C 2.308 -0.962 0.790
C 2.609 0.384 0.692
H 2.797 0.934 1.600
H 2.280 -1.448 1.752
N 1.712 -3.067 -0.215
S 0.579 -3.516 0.949
O 1.185 -3.491 2.242
O 0.031 -4.749 0.463
C -0.632 -2.209 0.824
C -0.731 -1.237 1.793
C -1.620 -0.189 1.612
C -2.398 -0.122 0.465
C -2.294 -1.137 -0.516
C -1.400 -2.174 -0.327
H -1.288 -2.977 -1.036
O -3.111 -0.995 -1.604
C -3.057 -1.984 -2.608
H -3.318 -2.969 -2.213
H -3.794 -1.685 -3.352
H -2.068 -2.025 -3.072
N -3.307 0.898 0.208
C -3.585 2.011 0.955
O -3.047 2.282 2.002
C -4.651 2.873 0.314
H -4.838 3.737 0.944
H -5.573 2.306 0.200
H -4.322 3.208 -0.667
H -3.808 0.777 -0.662
H -1.717 0.587 2.353
H -0.125 -1.313 2.680
H 1.555 -3.554 -1.084
H 1.913 -1.678 -2.486
H 2.470 0.723 -2.656
H 2.603 3.036 1.142
H 3.173 4.173 -0.096
H 4.889 1.934 1.104
H 5.408 3.112 -0.100
H 4.986 3.648 1.533
*
```

---

x is favored, and the nearest alternative lies 57.6 kJ/mol above it.

---

w | This record from OMol25 describes 4 unconnected molecules or ions with the total composition C4H12N4O8. The level of theory is ωB97M-V/def2-TZVPD.

For the HOMO energy, the calculation gives -11.049 eV. Its SMILES is C[N+](=O)[O-].C[N+](=O)[O-].C[N+](=O)[O-].C[N+](=O)[O-]. Its frontier orbital gap is 0.3976 hartree.

Geometry as ORCA input:
```
! RIJCOSX wB97M-V def2-TZVPD def2/J DEFGRID3
* xyz 0 1
C 3.619 -3.070 0.794
N 3.557 -4.562 0.965
O 3.206 -5.228 0.010
O 3.835 -5.006 2.065
H 2.695 -2.830 0.287
H 4.491 -2.835 0.184
H 3.843 -2.679 1.779
C -5.378 1.773 -1.352
N -5.502 2.763 -0.259
O -6.081 3.795 -0.505
O -5.062 2.457 0.825
H -4.400 1.317 -1.443
H -5.685 2.259 -2.273
H -6.148 1.026 -1.151
C 1.800 2.774 1.351
N 2.421 1.459 1.050
O 2.835 0.809 1.992
O 2.538 1.120 -0.112
H 0.934 2.820 0.692
H 2.512 3.534 1.047
H 1.520 2.788 2.394
C 0.287 -0.947 -1.483
N -0.854 -0.253 -0.808
O -0.815 -0.123 0.405
O -1.730 0.193 -1.531
H -0.074 -1.096 -2.495
H 0.453 -1.916 -1.020
H 1.182 -0.340 -1.407
*
```

---

x | This record from OMol25 describes 4 unconnected molecules or ions with the total composition C4H12N4O8. The level of theory is ωB97M-V/def2-TZVPD.

For the HOMO energy, the calculation gives -11.086 eV. Its SMILES is C[N+](=O)[O-].C[N+](=O)[O-].C[N+](=O)[O-].C[N+](=O)[O-]. Its frontier orbital gap is 0.3847 hartree.

Geometry as ORCA input:
```
! RIJCOSX wB97M-V def2-TZVPD def2/J DEFGRID3
* xyz 0 1
C 1.536 0.737 0.117
N 0.919 -0.409 -0.592
O 1.574 -0.905 -1.534
O -0.207 -0.727 -0.191
H 0.974 0.969 1.022
H 1.532 1.552 -0.607
H 2.570 0.451 0.309
C 2.135 0.984 -4.508
N 1.397 2.204 -4.061
O 1.803 3.145 -4.625
O 0.480 2.119 -3.249
H 1.503 0.546 -5.280
H 2.332 0.295 -3.687
H 3.078 1.226 -4.997
C -2.859 -1.230 1.065
N -4.323 -1.161 1.043
O -4.928 -2.216 1.128
O -4.824 -0.057 0.832
H -2.559 -0.249 1.434
H -2.591 -1.346 0.015
H -2.568 -2.041 1.733
C -0.072 -0.201 3.795
N 1.062 -1.011 3.213
O 0.897 -2.193 2.846
O 2.111 -0.373 2.970
H -0.410 0.504 3.035
H 0.360 0.212 4.706
H -0.922 -0.828 4.068
*
```

---

w is favored, and the nearest alternative lies 42.1 kJ/mol above it.